1.
Computed, not measured: C68H70BiIN6O4PSb2 as an isolated structure, with wB97M-V/def2-TZVPD.

Cartesian coordinates (Å):
1 Bi -0.01 -1.04 -0.69
2 C -5.49 -0.76 -2.68
3 C -4.47 -1.34 -1.71
4 C -4.87 -2.78 -1.32
5 C -4.26 -0.49 -0.47
6 C -3.36 -0.92 0.51
7 C -3.19 -0.22 1.70
8 C -3.92 0.94 1.96
9 C -3.80 1.64 3.28
10 C -4.78 1.38 0.97
11 C -4.95 0.69 -0.22
12 H -5.60 -1.41 -3.54
13 H -5.20 0.23 -3.04
14 H -6.48 -0.67 -2.21
15 H -3.51 -1.41 -2.24
16 H -5.74 -2.77 -0.67
17 H -4.05 -3.29 -0.82
18 H -5.11 -3.35 -2.22
19 H -2.84 -1.86 0.37
20 H -2.52 -0.61 2.46
21 H -4.78 1.91 3.67
22 H -3.22 2.57 3.19
23 H -3.30 1.01 4.02
24 H -5.37 2.28 1.14
25 H -5.66 1.06 -0.94
26 C 2.34 2.50 2.16
27 C 2.96 1.19 2.68
28 C 1.97 0.04 2.77
29 Sb 0.25 0.43 4.03
30 C 1.34 0.54 5.87
31 C 0.90 1.40 6.87
32 C 1.56 1.46 8.09
33 C 2.67 0.66 8.31
34 C 3.12 -0.20 7.32
35 C 2.46 -0.26 6.10
36 C -0.30 -1.63 4.26
37 C -0.68 -2.39 3.16
38 C -1.15 -3.69 3.31
39 C -1.24 -4.26 4.57
40 C -0.86 -3.52 5.68
41 C -0.40 -2.21 5.53
42 Sb 1.46 3.79 3.68
43 C 2.73 5.45 3.19
44 C 3.84 5.65 4.01
45 C 4.77 6.65 3.71
46 C 4.58 7.46 2.60
47 C 3.48 7.27 1.79
48 C 2.56 6.27 2.08
49 C -0.23 4.42 2.52
50 C -0.93 3.55 1.70
51 C -2.05 3.97 0.99
52 C -2.50 5.27 1.11
53 C -1.82 6.15 1.95
54 C -0.70 5.73 2.65
55 H 1.58 2.29 1.41
56 H 3.10 3.13 1.69
57 H 3.44 1.35 3.65
58 H 3.76 0.89 2.00
59 H 2.44 -0.88 3.13
60 H 1.58 -0.19 1.77
61 H 0.04 2.03 6.70
62 H 1.21 2.13 8.86
63 H 3.19 0.71 9.26
64 H 3.99 -0.82 7.49
65 H 2.81 -0.95 5.34
66 H -0.61 -1.99 2.15
67 H -1.47 -4.25 2.44
68 H -1.62 -5.26 4.69
69 H -0.92 -3.95 6.67
70 H -0.11 -1.65 6.41
71 H 3.99 5.04 4.89
72 H 5.62 6.79 4.36
73 H 5.30 8.24 2.38
74 H 3.33 7.90 0.92
75 H 1.70 6.14 1.43
76 H -0.60 2.52 1.58
77 H -2.57 3.26 0.35
78 H -3.37 5.61 0.56
79 H -2.17 7.17 2.05
80 H -0.19 6.43 3.29
81 N 4.65 -4.04 -2.53
82 C 5.30 -2.90 -2.18
83 O 6.49 -2.77 -2.30
84 C 4.46 -1.77 -1.64
85 C 5.10 -0.56 -1.40
86 C 4.37 0.51 -0.90
87 C 3.03 0.32 -0.65
88 N 2.41 -0.84 -0.87
89 C 3.11 -1.86 -1.36
90 H 5.21 -4.79 -2.90
91 H 3.66 -4.15 -2.48
92 H 6.16 -0.48 -1.61
93 H 4.82 1.47 -0.70
94 H 2.42 1.12 -0.23
95 H 2.55 -2.77 -1.52
96 C 2.11 -5.78 2.21
97 N 1.25 -5.11 1.23
98 C 0.15 -5.75 0.75
99 C -0.75 -5.17 -0.07
100 C -0.51 -3.80 -0.40
101 O -1.31 -3.05 -1.02
102 N 0.65 -3.22 -0.01
103 C 1.54 -3.80 0.85
104 O 2.54 -3.23 1.25
105 H 2.58 -6.65 1.76
106 H 1.52 -6.07 3.07
107 H 2.87 -5.07 2.52
108 H 0.03 -6.77 1.10
109 H -1.64 -5.68 -0.41
110 N 0.21 -1.04 -2.73
111 P -0.64 -1.09 -4.05
112 C 0.50 -1.12 -5.45
113 C 1.82 -0.74 -5.26
114 C 2.72 -0.74 -6.32
115 C 2.29 -1.12 -7.58
116 C 0.98 -1.52 -7.78
117 C 0.09 -1.53 -6.72
118 C -1.71 -2.51 -4.33
119 C -1.20 -3.78 -4.05
120 C -1.94 -4.91 -4.33
121 C -3.20 -4.78 -4.90
122 C -3.72 -3.53 -5.19
123 C -2.97 -2.39 -4.90
124 C -1.68 0.39 -4.25
125 C -1.87 1.00 -5.50
126 C -2.63 2.15 -5.60
127 C -3.21 2.71 -4.47
128 C -3.02 2.12 -3.23
129 C -2.26 0.96 -3.13
130 H 2.17 -0.49 -4.26
131 H 3.75 -0.45 -6.16
132 H 2.99 -1.12 -8.41
133 H 0.65 -1.84 -8.76
134 H -0.93 -1.87 -6.88
135 H -0.21 -3.86 -3.60
136 H -1.54 -5.89 -4.11
137 H -3.78 -5.67 -5.13
138 H -4.70 -3.43 -5.63
139 H -3.38 -1.41 -5.12
140 H -1.41 0.58 -6.38
141 H -2.77 2.61 -6.57
142 H -3.80 3.61 -4.56
143 H -3.47 2.54 -2.34
144 H -2.13 0.52 -2.15
145 N 1.05 1.87 -2.93
146 C 0.63 2.37 -1.77
147 O 0.23 1.63 -0.85
148 C 0.71 3.86 -1.58
149 I 2.75 4.49 -1.49
150 H 0.96 0.87 -3.06
151 H 1.38 2.47 -3.67
152 H 0.24 4.14 -0.64
153 H 0.25 4.39 -2.41

gap between HOMO and LUMO: 7.6783 eV
F_max: 0.31 eV/Å
charge: +1

---

2.
Computed, not measured: C4H10O2 as an isolated structure, with wB97M-V/def2-TZVPD.

Cartesian coordinates (Å):
1 C 2.28 -0.06 -0.11
2 O 1.74 -0.70 -1.07
3 C -0.39 -0.60 -1.09
4 C -0.86 -0.20 0.16
5 C -1.70 1.05 0.36
6 O -1.17 -1.15 1.12
7 H 2.78 -0.64 0.69
8 H 2.75 0.92 -0.30
9 H 1.29 0.46 0.74
10 H -0.29 -1.64 -1.36
11 H -0.38 0.12 -1.90
12 H 0.37 0.34 0.58
13 H -1.59 1.41 1.39
14 H -2.76 0.84 0.19
15 H -1.37 1.83 -0.32
16 H -0.70 -1.97 0.91

gap between HOMO and LUMO: 9.6645 eV
F_max: 0.57 eV/Å
energy above the lowest of the compared OMol25 structures with the same formula, charge and spin: 107.0 kcal/mol

---

3.
Computed, not measured: a 4-piece molecular cluster, C4H11NO3 overall at a distorted geometry, with wB97M-V/def2-TZVPD.

Cartesian coordinates (Å):
1 C -2.15 -0.76 -0.84
2 C -2.13 0.59 -1.30
3 C -1.74 1.36 -0.23
4 N -1.68 0.54 0.87
5 C -1.93 -0.75 0.51
6 H -2.53 -1.55 -1.46
7 H -2.21 0.88 -2.33
8 H -1.55 2.41 -0.13
9 H -1.27 0.85 1.73
10 H -2.24 -1.53 1.18
11 O 3.18 -1.53 -0.74
12 H 2.72 -0.75 -1.08
13 H 2.71 -2.28 -1.11
14 O 0.86 -0.78 1.61
15 H 1.63 -0.53 2.11
16 H 1.13 -1.00 0.71
17 O 2.25 1.66 -0.13
18 H 3.18 1.84 0.01
19 H 1.77 1.32 0.62

gap between HOMO and LUMO: 8.6203 eV
F_max: 1.40 eV/Å
energy above the lowest of the compared OMol25 structures with the same formula, charge and spin: 37.8 kcal/mol
SMILES: c1cc[nH]c1.O.O.O

---

4.
Computed, not measured: a 2-piece molecular cluster, C17H27O10PS overall at a distorted geometry, with wB97M-V/def2-TZVPD.

Cartesian coordinates (Å):
1 C -2.61 4.39 2.29
2 O -1.44 5.19 2.14
3 C -1.32 5.54 0.76
4 C 0.14 5.78 0.32
5 C 0.97 4.48 0.11
6 C 1.54 3.86 1.42
7 C 0.65 2.76 2.07
8 C 0.18 1.66 1.05
9 C -0.33 0.44 1.90
10 C -1.61 -0.24 1.32
11 C -1.53 -0.82 -0.12
12 O -2.70 -1.65 -0.30
13 P -1.66 0.49 -1.48
14 O -2.59 0.09 -2.61
15 C -0.33 -1.77 -0.42
16 O 0.87 -0.97 -0.37
17 S 1.55 -1.25 1.13
18 O 2.85 -0.53 1.04
19 O 0.71 -0.44 2.31
20 H -2.56 3.47 1.66
21 H -2.74 4.12 3.34
22 H -3.46 4.99 1.90
23 H -1.87 6.50 0.61
24 H -1.84 4.80 0.11
25 H 0.09 6.30 -0.66
26 H 0.69 6.47 0.99
27 H 0.36 3.78 -0.50
28 H 1.84 4.75 -0.52
29 H 1.59 4.69 2.16
30 H 2.59 3.51 1.31
31 H -0.19 3.19 2.65
32 H 1.29 2.22 2.80
33 H -0.65 2.12 0.49
34 H 1.05 1.41 0.42
35 H -0.68 0.92 2.84
36 H -2.42 0.52 1.33
37 H -1.97 -1.05 2.00
38 H -3.44 -1.06 -0.16
39 H -2.11 1.71 -0.91
40 H -0.32 0.73 -1.95
41 H -0.47 -2.13 -1.44
42 H -0.32 -2.62 0.29
43 C 0.24 -5.67 -2.41
44 C 0.47 -6.96 -2.62
45 C 1.83 -7.56 -2.46
46 O 1.99 -8.75 -2.65
47 C 2.93 -6.67 -2.07
48 C 2.70 -5.37 -1.86
49 C 1.33 -4.78 -2.00
50 O 1.17 -3.60 -1.77
51 O 3.69 -4.53 -1.50
52 O -0.51 -7.80 -3.00
53 H -0.74 -5.23 -2.52
54 H 3.91 -7.11 -1.97
55 H 3.27 -3.66 -1.41
56 H -0.08 -8.67 -3.09

gap between HOMO and LUMO: 8.2054 eV
F_max: 3.71 eV/Å

---

5.
Computed, not measured: C8H16O as an isolated structure at a distorted geometry, with wB97M-V/def2-TZVPD.

Cartesian coordinates (Å):
1 C 1.30 -0.23 -0.63
2 C -0.70 0.18 0.05
3 C -0.65 -0.96 0.79
4 C -1.40 -1.03 -0.51
5 C 2.18 0.55 0.32
6 C 1.30 0.29 -2.05
7 C -0.99 1.62 0.16
8 C -2.09 -0.54 2.17
9 O 1.69 -1.58 -0.55
10 H 1.72 -2.01 -1.41
11 H 0.05 -1.57 1.34
12 H -0.97 -1.51 -1.38
13 H -2.48 -1.09 -0.48
14 H 3.24 0.47 0.04
15 H 2.29 0.17 -2.51
16 H 2.08 0.17 1.34
17 H 1.92 1.60 0.31
18 H 0.59 -0.26 -2.67
19 H 1.05 1.35 -2.08
20 H -0.67 2.15 -0.74
21 H -2.06 1.78 0.27
22 H -0.48 2.06 1.02
23 H -2.96 -0.04 1.76
24 H -2.34 -1.56 2.47
25 H -1.60 0.03 2.95

gap between HOMO and LUMO: 8.0492 eV
F_max: 7.32 eV/Å
energy above the lowest of the compared OMol25 structures with the same formula, charge and spin: 114.1 kcal/mol